1.
DFT (ωB97M-V with the def2-TZVPD basis set) results for a molecular structure, C28H46CeN6O.

Last column: Mulliken charge in e.
Cartesian coordinates (Å):
Ce -0.21491 0.49163 0.39244  0.407
C -0.37775 -1.90766 -0.83044  -1.042
C -1.67759 -1.55668 -0.40443  0.053
C -2.08648 -0.40763 -1.17350  0.329
C -0.98306 -0.10299 -2.03859  -0.469
C 0.07124 -1.02260 -1.82661  -0.272
C 1.28728 -1.21357 -2.71240  1.981
C 1.88200 0.11364 -3.20518  -1.329
C 2.40030 -1.99298 -2.01127  -1.608
C 0.84854 -2.01834 -3.95896  -1.761
C -3.40834 0.35733 -1.29633  2.249
C -4.56181 -0.58892 -1.65000  -1.893
C -3.77621 1.21428 -0.06116  -1.688
C -3.31092 1.38105 -2.46426  -1.911
C -2.44367 -2.49158 0.52718  2.325
C -1.46473 -3.34435 1.36497  -2.029
C -3.37537 -1.79725 1.51249  -1.722
C -3.20364 -3.45101 -0.41854  -1.656
H 0.21760 -2.69666 -0.38516  0.313
H -0.98379 0.65597 -2.82852  0.717
H 2.29237 0.69711 -2.37148  0.008
H 1.11943 0.71784 -3.70774  0.318
H 2.65781 -0.06977 -3.95745  0.512
H 2.73487 -1.51267 -1.08905  0.237
H 3.29827 -2.13095 -2.65529  0.435
H 2.02524 -3.00318 -1.72971  0.353
H 0.14640 -1.43661 -4.55905  0.374
H 0.36004 -2.95445 -3.64580  0.345
H 1.68847 -2.23597 -4.61578  0.484
H -4.92078 -1.19353 -0.81950  0.280
H -4.28582 -1.30485 -2.44738  0.368
H -5.37020 0.01513 -1.99877  0.580
H -3.65215 0.69724 0.91136  0.263
H -4.80615 1.52687 -0.16349  0.493
H -3.15527 2.11896 -0.08862  0.381
H -3.04053 0.93008 -3.41393  0.373
H -2.55757 2.17736 -2.24384  0.228
H -4.27636 1.84613 -2.57171  0.508
H -0.70996 -2.70692 1.83724  0.482
H -0.91778 -4.07335 0.75585  0.346
H -2.01736 -3.91857 2.11713  0.444
H -2.86793 -1.19739 2.28970  0.132
H -3.96137 -2.55742 2.03988  0.630
H -4.07956 -1.13345 1.02244  0.288
H -2.50997 -3.97881 -1.08743  0.318
H -3.92675 -2.97768 -1.03622  0.276
H -3.69445 -4.20154 0.20995  0.489
C 4.76925 0.03777 1.01691  -1.065
N 4.36515 1.22448 0.28134  0.180
C 5.36915 2.11496 -0.31095  -1.085
C 3.07770 1.40275 0.03049  -0.063
N 2.15805 0.50818 0.19495  0.543
N 2.75312 2.67552 -0.42327  -0.003
C 1.60732 3.08620 -1.02870  0.609
N 1.69981 4.24285 -1.67791  -0.434
N 0.49092 2.40381 -0.91809  0.053
H 5.73690 0.19632 1.44930  0.371
H 4.86799 -0.84000 0.36938  0.363
H 4.08677 -0.16023 1.83510  0.356
H 5.25691 3.15858 0.01427  0.386
H 5.36537 2.09905 -1.39736  0.384
H 6.34020 1.76291 0.01468  0.304
H 2.59722 -0.33387 0.52909  -0.010
H 3.51012 3.35178 -0.43234  0.101
H 2.57824 4.61720 -1.97272  0.182
H 0.87892 4.66330 -2.09705  0.230
H -0.25538 2.73989 -1.54087  -0.084
O -1.56522 2.28673 1.96970  -0.549
H -2.27888 2.93597 2.06635  0.296
H -1.21832 2.11626 2.87243  0.199
N 1.26332 1.04030 7.90352  -0.402
C 1.04432 0.82358 6.80676  -0.353
C 0.76080 0.62266 5.41464  0.570
C 1.31126 1.50580 4.49972  -1.203
C 1.06808 1.23825 3.16569  0.039
C 0.27184 0.19534 2.72023  0.471
C -0.30348 -0.65493 3.67038  -0.081
C -0.04312 -0.45808 5.00420  -1.191
H 1.91758 2.32438 4.83750  0.574
H 1.53383 1.88559 2.44803  0.409
H -0.96989 -1.47119 3.40484  0.452
H -0.45739 -1.10339 5.76676  0.516

Forces on the atoms, in the same order (eV/Å):
-0.297 0.379 1.015
0.648 0.433 0.317
-0.517 0.151 -0.021
0.271 -0.215 -0.549
-0.142 0.009 -0.262
-0.037 -0.147 -0.446
0.808 0.207 -0.475
-0.317 0.245 -0.086
0.063 -1.051 0.190
-0.494 -0.017 0.317
0.052 0.250 -0.237
0.582 -0.830 -0.139
0.659 -0.452 0.145
0.761 0.010 0.575
0.359 -0.134 -0.172
0.117 -0.086 -0.377
-0.428 0.111 0.192
0.570 -0.756 0.824
-0.128 0.010 -0.200
0.021 -0.357 0.533
0.010 -0.132 -0.276
0.054 0.033 0.076
-0.035 -0.032 0.280
-0.025 0.013 -0.151
-0.735 0.115 0.287
0.408 0.516 -0.220
-0.154 -0.049 0.091
0.195 0.239 -0.251
0.174 -0.113 0.171
0.027 0.187 0.098
-0.060 0.491 0.223
-0.731 0.287 -0.260
-0.088 0.417 -0.610
-0.287 0.151 0.111
-0.101 -0.027 0.251
-0.090 -0.168 -0.096
-0.532 -0.440 -0.137
-0.289 0.331 -0.080
-0.124 -0.180 0.189
-0.174 0.099 0.047
0.155 0.237 -0.050
0.079 -0.242 -0.332
0.078 0.119 -0.031
-0.108 -0.158 -0.009
-0.036 0.146 0.254
-0.606 0.423 -0.314
-0.082 0.004 -0.209
0.267 -0.398 -0.368
0.428 0.287 -0.035
0.273 0.037 0.319
-0.377 0.712 -0.349
-0.221 -0.069 0.378
0.672 0.099 -0.046
-1.506 -0.533 0.020
-0.400 0.552 -0.489
0.106 0.265 -0.115
0.477 0.241 0.230
-0.198 0.037 0.021
-0.171 -0.030 0.116
0.200 -0.273 0.185
-0.167 -0.180 -0.154
0.115 0.128 0.052
-0.079 -0.467 0.034
-0.310 -0.294 0.060
0.324 0.149 -0.065
0.211 -0.157 0.167
0.548 0.057 0.275
0.347 -0.218 0.489
0.139 -0.199 -0.147
-0.270 0.192 -0.601
0.257 0.146 1.098
-0.366 -0.115 -0.887
-0.166 -0.427 0.226
-0.284 -0.648 0.021
0.121 0.218 -0.230
-0.188 -0.370 -0.365
-0.174 -0.090 -0.257
0.369 0.530 0.763
0.177 0.235 0.004
0.232 0.496 -0.456
0.170 0.130 -0.050
-0.029 -0.066 -0.039

For the gap between HOMO and LUMO (spin up / spin down), the calculation gives 0.269 / 0.268 Eh. The value obtained for the LUMO energy (spin up / spin down) is -6.9 / -6.9 eV. The net charge is +2. As for the HOMO energy (spin up / spin down): -14.23 / -14.23 eV.

***

2.
DFT (ωB97M-V with the def2-TZVPD basis set) results for a gas-phase ion, C4H11INO (charge +1).

Last column: natural (NBO) charge in e.
Cartesian coordinates (Å):
C -1.87576 -1.77663 -1.16370  -0.724
C -1.97662 1.07493 1.24089  -0.272
C -1.65553 -0.39609 -0.69062  0.371
C 2.20907 0.94227 0.52149  -0.543
N 3.61902 0.54291 -0.08177  -0.733
O -2.11190 -0.16227 0.54957  -0.447
I 0.90352 -0.60758 -0.26526  0.170
H -1.23474 -1.97150 -1.98023  0.255
H -1.83008 -2.51020 -0.43106  0.265
H -2.96016 -1.82756 -1.60123  0.293
H -2.05905 0.78717 2.31059  0.232
H -2.53323 1.89197 0.94866  0.220
H -0.91161 1.16068 1.25264  0.202
H -1.44685 0.53462 -1.39652  0.253
H 2.21791 0.86470 1.59445  0.177
H 4.07405 1.39349 -0.41999  0.436
H 3.29724 0.09413 -0.88403  0.425
H 4.27471 -0.03502 0.49613  0.421

Forces on the atoms, in the same order (eV/Å):
-2.525 1.639 -1.847
2.448 -2.640 2.358
-0.641 2.877 1.680
0.268 0.969 -0.988
-0.191 1.028 2.368
-0.534 -1.292 -2.885
0.574 -0.662 0.461
0.714 -0.394 -0.902
0.280 -1.116 1.555
1.725 0.304 0.727
-1.036 0.354 -0.677
-1.216 1.435 -0.966
1.028 1.326 -0.547
-0.722 -2.147 1.474
0.262 -0.616 0.373
0.066 -0.040 0.471
0.176 -1.453 -1.883
-0.675 0.428 -0.773

For the gap between HOMO and LUMO (spin up / spin down), the calculation gives 0.249 / 0.249 Eh. The value obtained for the LUMO energy (spin up / spin down) is -4.4 / -4.4 eV. The net charge is +1. As for the HOMO energy (spin up / spin down): -11.23 / -11.23 eV.

***

3.
DFT (ωB97M-V with the def2-TZVPD basis set) results for a molecular structure, C4H9O2P.

Last column: natural (NBO) charge in e.
Cartesian coordinates (Å):
C 1.88142 -0.98773 0.18152  -0.055
C -1.38348 0.73771 0.94470  -0.595
C 1.63570 0.11775 -0.90235  -0.625
C -1.99897 1.65228 0.19067  -0.320
O 0.82373 -1.09835 1.01186  -0.707
O -2.13456 -1.02071 -1.00181  -0.987
P -1.24153 -0.90948 0.20069  1.733
H 2.22362 -1.80461 -0.40934  0.145
H -1.00483 0.83103 1.95208  0.246
H 0.77774 -0.24561 -1.50585  0.189
H 2.47283 0.09059 -1.58288  0.205
H 1.53018 1.13757 -0.66058  0.208
H 2.67560 -0.59727 0.69788  0.174
H -2.42170 1.18296 -0.78241  0.233
H -2.34532 2.69287 0.44738  0.223
H -1.49045 -1.77901 1.21845  -0.067

Forces on the atoms, in the same order (eV/Å):
-1.270 2.788 -2.736
-0.056 0.083 -0.567
0.030 -2.294 -1.000
-1.630 -0.708 -1.161
-4.088 -0.828 -0.775
1.999 -0.570 0.830
1.056 1.577 1.036
-0.086 -1.499 -0.052
0.186 0.265 -0.016
0.121 0.430 0.188
0.441 -0.060 -0.426
-0.469 1.045 1.026
2.313 0.567 1.893
0.824 1.386 1.428
0.846 -1.276 -0.078
-0.217 -0.904 0.410

For the gap between HOMO and LUMO (spin up / spin down), the calculation gives 0.316 / 0.316 Eh. The value obtained for the LUMO energy (spin up / spin down) is -1.0 / -1.0 eV. As for the HOMO energy (spin up / spin down): -9.61 / -9.61 eV.

***

4.
DFT (ωB97M-V with the def2-TZVPD basis set) results for C6H5NO in the gas phase.

Last column: natural (NBO) charge in e.
Cartesian coordinates (Å):
O -0.78031 -2.44480 1.28645  -0.529
C -0.40957 -1.49543 0.58270  0.453
C 1.06690 -0.97751 0.71636  -0.242
C 1.43215 0.15964 0.07459  -0.198
C 0.69131 1.07217 -0.74925  -0.273
C -0.67083 1.37247 -0.82892  0.033
N -1.67598 0.69889 -0.33536  -0.425
C -1.56027 -0.53233 0.03569  0.049
H 1.65566 -1.67517 1.37294  0.251
H 2.65657 0.23512 0.03735  0.236
H 1.07170 1.97170 -1.39949  0.239
H -0.88176 2.26938 -1.48760  0.196
H -2.59558 -0.65413 0.69455  0.210

Forces on the atoms, in the same order (eV/Å):
0.712 1.627 -2.126
0.156 0.403 2.334
-3.012 -0.948 -0.767
4.149 -0.926 -0.510
-1.606 3.273 -1.408
3.708 1.013 -2.062
-1.009 -1.738 0.225
-3.008 0.302 4.094
-0.293 1.187 -0.920
-3.219 0.505 0.295
0.981 -2.292 1.645
-0.175 -1.102 1.054
2.618 -1.303 -1.853

For the gap between HOMO and LUMO, the calculation gives 0.301 Eh. As for the SMILES: O=c1ccccnc1. The value obtained for the LUMO energy is -0.9 eV. As for the HOMO energy: -9.12 eV.

***

no.,largest force on an atom (eV Å⁻¹)
1,1.60
2,4.30
3,4.24
4,5.09